14
Properties=species:S:1:pos:R:3:forces:R:3 method="wB97M-V/def2-TZVPD" e_above_lowest_kcal_mol=83.51 gap_ev=10.465 largest_force_ev_per_a=7.2 e_lumo_ev=0.7 smiles="[H]/N=C(/N)OCOC=O" total_charge=0
H -0.02769 1.18124 1.07214 1.61 1.20 -1.84
N 0.78950 1.45094 0.43140 1.22 -0.89 0.19
C 1.38555 0.39217 0.00250 -1.50 0.31 1.32
N 2.66457 0.10695 -0.54309 -0.63 1.21 -2.47
O 0.78475 -0.82690 0.19625 -0.74 -1.94 -0.79
C -0.53780 -0.93034 0.71001 1.54 2.84 -2.44
O -1.58318 -0.82508 -0.34676 0.69 -1.25 0.73
C -2.48388 0.13383 -0.51263 1.01 4.85 1.47
O -2.27255 1.33202 -0.02134 -2.19 -6.24 -2.72
H 3.14234 1.01798 -0.85225 -0.98 -1.99 0.53
H 2.59760 -0.62944 -1.37186 0.13 2.24 2.44
H -0.52247 -0.13007 1.42676 -1.58 -0.36 0.76
H -0.58156 -1.90517 1.03313 -0.51 -1.94 0.95
H -3.35518 -0.36811 -1.22426 1.93 1.98 1.85